{
  "formula": "C44H63BrN4P3SSiTi",
  "method": "ωB97M-V with the def2-TZVPD basis set",
  "elements": ["Ti", "C", "C", "C", "P", "C", "C", "C", "C", "C", "C", "C", "C", "C", "Si", "C", "C", "C", "C", "C", "C", "P", "C", "C", "C", "C", "C", "C", "C", "C", "C", "C", "C", "C", "P", "C", "C", "C", "C", "C", "C", "H", "H", "H", "H", "H", "H", "H", "H", "H", "H", "H", "H", "H", "H", "H", "H", "H", "H", "H", "H", "H", "H", "H", "H", "H", "H", "H", "H", "H", "H", "H", "H", "H", "H", "H", "H", "H", "H", "H", "H", "H", "H", "H", "H", "H", "H", "H", "H", "H", "H", "H", "H", "H", "H", "C", "C", "N", "N", "C", "N", "S", "C", "C", "C", "C", "C", "N", "H", "H", "H", "H", "H", "H", "H", "H", "H", "Br"],
  "positions_angstrom": [[0.141, -0.728, -0.493], [-5.687, -0.811, -1.110], [-4.323, -1.219, -0.552], [-4.531, -2.009, 0.745], [-2.955, 0.072, -0.292], [-3.363, 1.576, -1.339], [-4.640, 2.378, -1.099], [-3.232, 1.210, -2.822], [-3.341, 0.610, 1.420], [-4.596, 1.099, 1.791], [-4.900, 1.349, 3.119], [-3.934, 1.147, 4.093], [-2.676, 0.697, 3.723], [-2.365, 0.393, 2.394], [-0.629, -0.291, 1.941], [0.372, 0.724, 3.285], [0.895, 0.131, 4.440], [1.638, 0.836, 5.373], [1.923, 2.171, 5.156], [1.407, 2.797, 4.034], [0.606, 2.113, 3.118], [-0.139, 2.973, 1.674], [-1.419, 4.100, 2.473], [-2.053, 4.946, 1.365], [-1.077, 4.932, 3.706], [1.237, 4.106, 1.059], [2.548, 3.311, 1.025], [1.468, 5.491, 1.662], [-0.675, -2.078, 2.766], [-0.977, -2.186, 4.131], [-0.832, -3.368, 4.838], [-0.383, -4.508, 4.186], [-0.148, -4.454, 2.825], [-0.297, -3.260, 2.110], [-0.190, -3.318, 0.280], [-1.467, -4.698, -0.086], [-2.017, -4.681, -1.513], [-2.670, -4.774, 0.858], [1.314, -4.415, -0.043], [2.575, -3.991, 0.698], [1.596, -4.490, -1.544], [-6.276, -1.719, -1.267], [-5.610, -0.298, -2.067], [-6.236, -0.184, -0.408], [-3.863, -1.886, -1.291], [-5.133, -1.436, 1.447], [-3.587, -2.240, 1.243], [-5.064, -2.938, 0.534], [-2.522, 2.230, -1.091], [-5.545, 1.786, -1.231], [-4.673, 3.186, -1.836], [-4.661, 2.838, -0.113], [-4.115, 0.675, -3.178], [-2.360, 0.583, -2.993], [-3.115, 2.118, -3.417], [-5.356, 1.259, 1.040], [-5.892, 1.691, 3.391], [-4.152, 1.357, 5.133], [-1.907, 0.616, 4.484], [0.721, -0.921, 4.626], [2.002, 0.338, 6.265], [2.528, 2.728, 5.861], [1.623, 3.845, 3.875], [-2.171, 3.377, 2.786], [-1.411, 5.778, 1.069], [-3.009, 5.357, 1.696], [-2.231, 4.331, 0.479], [-0.430, 5.777, 3.473], [-0.599, 4.323, 4.473], [-2.004, 5.328, 4.132], [0.928, 4.255, 0.019], [2.368, 2.267, 0.772], [3.219, 3.733, 0.272], [3.049, 3.341, 1.994], [1.759, 5.453, 2.712], [0.590, 6.128, 1.568], [2.284, 5.972, 1.112], [-1.336, -1.314, 4.662], [-1.055, -3.400, 5.897], [-0.251, -5.439, 4.724], [0.131, -5.363, 2.302], [-0.886, -5.615, 0.035], [-2.613, -3.786, -1.678], [-2.666, -5.549, -1.657], [-1.242, -4.706, -2.275], [-3.454, -4.110, 0.509], [-2.440, -4.526, 1.891], [-3.070, -5.791, 0.842], [1.042, -5.417, 0.302], [2.898, -3.011, 0.365], [3.380, -4.700, 0.488], [2.422, -3.966, 1.778], [1.898, -3.518, -1.932], [0.729, -4.828, -2.110], [2.411, -5.193, -1.734], [3.751, 0.241, -2.427], [2.804, -0.286, -1.399], [1.705, -0.928, -1.713], [1.556, -1.182, -3.041], [0.383, -1.554, -3.453], [0.274, -1.912, -4.765], [-1.040, -1.677, -2.476], [3.060, -0.157, 0.003], [4.186, 0.501, 0.512], [4.476, 0.396, 1.851], [3.663, -0.400, 2.650], [2.531, -0.952, 2.089], [2.185, -0.804, 0.811], [3.388, -0.026, -3.412], [4.753, -0.168, -2.284], [3.808, 1.330, -2.354], [1.029, -1.623, -5.368], [-0.651, -1.886, -5.157], [4.806, 1.084, -0.154], [5.331, 0.910, 2.272], [3.889, -0.564, 3.693], [1.874, -1.574, 2.682], [0.091, 1.535, -1.556]],
  "lumo_energy_ha": [-0.017, -0.021],
  "total_energy_ha": -7068.7854,
  "homo_lumo_gap_ev": [6.6, 6.6],
  "multiplicity": 2,
  "homo_ev": [-7.0464, -7.1543],
  "molar_mass_g_mol": 928.86,
  "e_above_lowest_kcal_mol": 19.8
}


{
  "formula": "C44H64BrGeMnN5P3",
  "method": "ωB97M-V with the def2-TZVPD basis set",
  "elements": ["Mn", "C", "C", "C", "P", "C", "N", "Ge", "N", "C", "P", "C", "C", "C", "C", "C", "C", "C", "C", "C", "C", "C", "C", "N", "C", "C", "C", "C", "C", "C", "C", "C", "C", "C", "C", "C", "N", "C", "P", "C", "C", "C", "C", "C", "C", "C", "C", "C", "H", "H", "H", "H", "H", "H", "H", "H", "H", "H", "H", "H", "H", "H", "H", "H", "H", "H", "H", "H", "H", "H", "H", "H", "H", "H", "H", "H", "H", "H", "H", "H", "H", "H", "H", "H", "H", "H", "H", "H", "H", "H", "H", "H", "H", "H", "H", "H", "H", "H", "H", "H", "H", "H", "H", "H", "H", "H", "H", "H", "Br", "C", "C", "C", "C", "N", "C", "H", "H", "H", "H"],
  "positions_angstrom": [[0.056, -1.347, -0.042], [5.248, -1.236, -0.563], [3.923, -1.473, 0.169], [3.832, -2.905, 0.685], [2.477, -0.898, -0.832], [2.761, 0.929, -0.859], [1.626, 1.798, -0.631], [-0.058, 1.288, 0.022], [-0.551, 1.618, 1.818], [-0.704, 0.596, 2.833], [0.186, -0.964, 2.452], [1.892, -0.636, 3.120], [2.412, 0.732, 2.676], [1.971, -0.720, 4.649], [-0.527, -2.214, 3.605], [0.235, -3.536, 3.476], [-2.032, -2.425, 3.496], [-0.546, 2.944, 2.294], [-0.705, 3.310, 3.627], [-0.537, 4.636, 4.010], [-0.201, 5.611, 3.089], [-0.098, 5.263, 1.748], [-0.309, 3.953, 1.363], [-0.357, 3.528, -0.030], [0.738, 4.009, -0.874], [0.746, 5.291, -1.398], [1.852, 5.740, -2.102], [2.935, 4.891, -2.255], [2.911, 3.594, -1.762], [1.786, 3.113, -1.089], [-1.610, 3.790, -0.675], [-2.404, 4.888, -0.454], [-3.483, 5.133, -1.303], [-3.746, 4.290, -2.397], [-3.022, 3.148, -2.585], [-1.990, 2.804, -1.655], [-1.396, 1.624, -1.536], [-1.721, 0.530, -2.437], [-2.029, -0.996, -1.460], [-2.398, -2.343, -2.671], [-1.161, -2.796, -3.440], [-3.556, -2.040, -3.625], [-3.616, -0.708, -0.556], [-4.586, 0.255, -1.245], [-3.376, -0.274, 0.886], [2.795, -1.300, -2.607], [2.859, -2.795, -2.891], [1.747, -0.610, -3.478], [6.075, -1.402, 0.127], [5.348, -0.222, -0.951], [5.374, -1.933, -1.393], [3.880, -0.800, 1.031], [3.869, -3.639, -0.120], [2.930, -3.083, 1.275], [4.690, -3.106, 1.328], [3.172, 1.118, -1.854], [3.570, 1.155, -0.153], [-1.751, 0.398, 3.085], [-0.229, 0.945, 3.757], [2.530, -1.416, 2.697], [1.892, 1.539, 3.197], [2.305, 0.922, 1.609], [3.468, 0.818, 2.937], [1.286, -0.014, 5.124], [2.977, -0.443, 4.964], [1.769, -1.713, 5.041], [-0.327, -1.790, 4.594], [-0.058, -4.069, 2.569], [-0.008, -4.177, 4.324], [1.318, -3.408, 3.462], [-2.334, -2.764, 2.504], [-2.603, -1.531, 3.745], [-2.327, -3.203, 4.200], [-0.963, 2.595, 4.396], [-0.657, 4.896, 5.053], [-0.038, 6.632, 3.402], [0.157, 6.013, 1.014], [-0.110, 5.938, -1.267], [1.872, 6.740, -2.509], [3.819, 5.233, -2.776], [3.788, 2.983, -1.911], [-2.177, 5.576, 0.347], [-4.097, 6.010, -1.147], [-4.540, 4.545, -3.085], [-3.250, 2.510, -3.425], [-0.909, 0.370, -3.152], [-2.623, 0.748, -3.005], [-2.714, -3.163, -2.016], [-0.870, -2.067, -4.198], [-1.390, -3.723, -3.966], [-0.308, -2.983, -2.786], [-3.374, -1.145, -4.224], [-4.508, -1.934, -3.109], [-3.660, -2.871, -4.323], [-4.068, -1.708, -0.548], [-4.236, 1.284, -1.151], [-5.553, 0.204, -0.744], [-4.751, 0.039, -2.298], [-3.017, 0.757, 0.940], [-2.647, -0.915, 1.386], [-4.308, -0.333, 1.450], [3.775, -0.861, -2.825], [1.910, -3.289, -2.667], [3.648, -3.291, -2.328], [3.067, -2.960, -3.949], [0.756, -1.022, -3.268], [1.960, -0.795, -4.531], [1.714, 0.471, -3.333], [-3.537, -5.769, 0.777], [-1.778, -5.273, 0.361], [-0.778, -6.212, 0.139], [0.492, -5.758, -0.172], [0.727, -4.397, -0.250], [-0.234, -3.488, -0.032], [-1.463, -3.930, 0.267], [-0.992, -7.271, 0.206], [1.298, -6.454, -0.354], [1.706, -4.017, -0.501], [-2.228, -3.186, 0.446]],
  "lumo_energy_ha": [-0.329, -0.363],
  "charge": 3,
  "total_energy_ha": -8814.0254,
  "homo_lumo_gap_ev": [6.0, 5.1],
  "multiplicity": 6,
  "homo_ev": [-14.9686, -15.0158],
  "molar_mass_g_mol": 963.40,
  "e_above_lowest_kcal_mol": 3.9
}


Question: What is the multiplicity in the first record?
Answer: 2